Entry 1:
{"formula": "C11H24N2O11P2Re", "method": "the ωB97M-V functional and the def2-TZVPD basis", "e_lumo_ev": [-6.27, -6.13], "de_lowest_ev": 2.821, "total_charge": 2, "spin_multiplicity": 2, "e_tot_ev": -57993.6903, "fmax_ha_per_bohr": 0.0187, "homo_ev": [-13.6, -13.3], "species": ["Re", "C", "C", "O", "C", "C", "O", "C", "C", "O", "C", "C", "O", "H", "H", "H", "H", "H", "H", "H", "H", "H", "H", "H", "H", "H", "H", "H", "H", "N", "C", "C", "P", "O", "O", "O", "P", "O", "O", "O", "H", "H", "H", "H", "H", "H", "H", "H", "O", "C", "N"], "coordinates": [[0.85, -0.26, 0.41], [-0.72, 0.96, -2.34], [-0.30, -0.07, -3.38], [0.29, -1.14, -2.68], [1.61, -1.60, -2.96], [2.09, -2.34, -1.73], [2.33, -1.49, -0.57], [3.60, -0.81, -0.48], [3.44, 0.64, -0.83], [2.38, 1.19, 0.00], [1.99, 2.54, -0.37], [0.58, 2.52, -0.94], [0.47, 1.25, -1.61], [-2.08, 1.35, -0.80], [-1.07, 1.85, -2.85], [0.43, 0.42, -4.03], [-1.14, -0.41, -3.99], [2.26, -0.75, -3.19], [1.61, -2.28, -3.81], [3.02, -2.87, -1.95], [1.35, -3.07, -1.42], [4.33, -1.28, -1.15], [3.94, -0.92, 0.54], [3.18, 0.79, -1.87], [4.37, 1.17, -0.61], [2.71, 2.90, -1.10], [2.04, 3.17, 0.51], [0.47, 3.35, -1.64], [-0.16, 2.58, -0.15], [-3.49, -0.36, 3.27], [-1.99, -0.42, 2.94], [-1.24, -1.02, 4.14], [-1.30, 1.28, 2.55], [-2.65, 2.02, 2.04], [-0.74, 1.89, 3.75], [-0.46, 1.09, 1.29], [-1.89, -1.61, 1.54], [-1.87, -1.75, -1.36], [-2.80, -2.72, 1.78], [-0.45, -1.75, 1.08], [-3.64, -0.09, 4.24], [-3.91, -1.28, 3.10], [-3.95, 0.33, 2.67], [-1.33, -0.36, 5.00], [-0.18, -1.11, 3.91], [-1.62, -2.02, 4.39], [-2.79, 2.85, 2.54], [-1.09, -1.77, -1.98], [-2.64, -0.56, 0.32], [-2.08, -0.59, -0.84], [-1.78, 0.59, -1.40]]}



Entry 2:
{"formula": "C11H24O5S2", "method": "the ωB97M-V functional and the def2-TZVPD basis", "e_lumo_ev": 0.48, "e_tot_ev": -43703.3389, "fmax_ha_per_bohr": 0.0277, "homo_ev": -10.0, "species": ["O", "S", "O", "C", "C", "C", "C", "H", "H", "H", "H", "H", "H", "H", "H", "O", "S", "O", "C", "C", "C", "C", "H", "H", "H", "H", "H", "H", "H", "H", "C", "C", "C", "O", "H", "H", "H", "H", "H", "H", "H", "H"], "coordinates": [[-15.79, 24.07, 6.25], [-15.66, 24.32, 4.84], [-16.82, 24.54, 4.03], [-14.42, 25.59, 4.59], [-13.11, 24.92, 4.20], [-13.26, 23.40, 4.44], [-14.67, 23.01, 4.10], [-14.39, 26.18, 5.51], [-14.83, 26.33, 3.90], [-12.88, 25.10, 3.15], [-12.28, 25.32, 4.78], [-13.08, 23.22, 5.50], [-12.48, 22.84, 3.91], [-14.99, 22.06, 4.52], [-14.94, 23.01, 3.04], [-21.68, 25.81, 3.07], [-20.31, 25.57, 3.46], [-19.83, 26.07, 4.71], [-19.94, 23.84, 3.26], [-19.58, 23.64, 1.80], [-19.59, 25.03, 1.07], [-19.28, 26.07, 2.10], [-20.75, 23.24, 3.68], [-19.09, 23.70, 3.94], [-18.59, 23.18, 1.71], [-20.33, 23.01, 1.32], [-20.61, 25.14, 0.69], [-18.94, 25.00, 0.20], [-19.55, 27.09, 1.84], [-18.23, 25.98, 2.38], [-15.80, 24.33, 0.30], [-15.27, 25.65, -0.21], [-13.88, 25.94, 0.31], [-15.27, 25.57, -1.64], [-15.97, 24.41, 1.38], [-15.06, 23.53, 0.20], [-16.70, 24.05, -0.25], [-15.97, 26.44, 0.10], [-13.55, 26.96, 0.10], [-13.17, 25.25, -0.14], [-13.83, 25.78, 1.39], [-15.10, 26.44, -2.00]]}



Entry 3:
{"formula": "C11H25AgBr2F2N3O3", "method": "the ωB97M-V functional and the def2-TZVPD basis", "e_lumo_ev": 2.32, "de_lowest_ev": 0.000, "total_charge": -1, "e_tot_ev": -171945.1059, "fmax_ha_per_bohr": 0.0256, "homo_ev": -3.8, "species": ["Ag", "F", "F", "Br", "C", "C", "Br", "H", "H", "H", "H", "C", "O", "N", "C", "C", "H", "H", "H", "H", "H", "H", "H", "C", "O", "N", "C", "C", "H", "H", "H", "H", "H", "H", "H", "C", "O", "N", "C", "C", "H", "H", "H", "H", "H", "H", "H"], "coordinates": [[0.29, 1.00, -1.33], [1.90, 0.60, -2.96], [-1.09, 2.41, -2.38], [3.00, -1.53, 1.57], [2.78, -1.76, -0.34], [2.27, -3.11, -0.74], [3.42, -4.58, -0.15], [3.70, -1.48, -0.85], [2.10, -0.98, -0.71], [2.26, -3.19, -1.82], [1.27, -3.28, -0.35], [2.05, 3.21, 0.31], [2.15, 2.81, -0.83], [1.05, 4.05, 0.70], [0.89, 4.45, 2.07], [0.15, 4.57, -0.33], [2.75, 2.95, 1.12], [1.46, 3.78, 2.71], [-0.15, 4.44, 2.37], [1.29, 5.47, 2.25], [-0.23, 5.53, 0.03], [0.71, 4.70, -1.25], [-0.69, 3.90, -0.48], [0.00, 0.12, 1.98], [0.54, 0.81, 1.15], [-1.24, 0.37, 2.47], [-1.72, -0.35, 3.65], [-1.87, 1.60, 2.06], [0.52, -0.71, 2.48], [-2.37, -1.18, 3.36], [-2.29, 0.34, 4.28], [-0.90, -0.74, 4.25], [-1.27, 2.48, 2.33], [-1.97, 1.62, 0.97], [-2.87, 1.65, 2.48], [-0.45, -2.21, -2.52], [-0.31, -1.39, -1.64], [-1.36, -3.22, -2.49], [-1.51, -4.14, -3.60], [-2.27, -3.39, -1.39], [0.17, -2.17, -3.42], [-0.93, -3.76, -4.45], [-2.55, -4.22, -3.90], [-1.10, -5.12, -3.35], [-2.31, -4.45, -1.11], [-1.97, -2.80, -0.53], [-3.29, -3.11, -1.68]]}



Entry 4:
{"formula": "C11H25AsAuOS4", "method": "the ωB97M-V functional and the def2-TZVPD basis", "e_lumo_ev": [-8.70, -13.62], "de_lowest_ev": 0.000, "total_charge": 3, "spin_multiplicity": 3, "e_tot_ev": -121703.3571, "fmax_ha_per_bohr": 0.0140, "homo_ev": [-18.1, -19.0], "species": ["Au", "C", "C", "S", "C", "C", "S", "C", "C", "S", "C", "C", "S", "H", "H", "H", "H", "H", "H", "H", "H", "H", "H", "H", "H", "H", "H", "H", "H", "C", "As", "C", "C", "O", "H", "H", "H", "H", "H", "H", "H", "H", "H"], "coordinates": [[-0.03, -0.07, -0.44], [-0.31, -3.31, -0.86], [1.04, -3.40, -0.17], [1.93, -1.80, -0.15], [2.26, -1.47, 1.61], [1.05, -1.10, 2.45], [0.31, 0.45, 1.85], [-1.39, 0.35, 2.50], [-2.32, 1.24, 1.70], [-2.49, 0.82, -0.07], [-3.49, -0.71, -0.09], [-2.79, -1.84, -0.82], [-1.44, -2.41, 0.21], [-0.74, -4.31, -1.01], [-0.28, -2.78, -1.81], [1.67, -4.08, -0.73], [0.97, -3.77, 0.85], [2.99, -0.66, 1.58], [2.76, -2.34, 2.02], [1.36, -0.93, 3.48], [0.28, -1.88, 2.45], [-1.36, 0.69, 3.54], [-1.70, -0.70, 2.49], [-1.98, 2.28, 1.68], [-3.32, 1.23, 2.14], [-4.42, -0.46, -0.62], [-3.76, -0.97, 0.94], [-2.37, -1.53, -1.78], [-3.46, -2.69, -0.98], [-0.90, -0.61, -5.26], [0.15, 0.25, -3.93], [-0.17, 2.12, -3.92], [2.00, -0.06, -4.22], [-0.34, -0.47, -2.43], [-0.60, -0.22, -6.23], [-1.95, -0.38, -5.09], [-0.73, -1.68, -5.23], [0.02, 2.50, -4.93], [0.51, 2.61, -3.22], [-1.21, 2.33, -3.65], [2.26, 0.34, -5.20], [2.22, -1.13, -4.20], [2.58, 0.46, -3.46]]}